(1)
A structure of composition C21H41N4O3Ru, computed with ωB97M-V/def2-TZVPD.

* orbital gap (alpha / beta): 8.530 / 5.531 eV
* energy relative to the best compared isomer or geometry (same formula, charge and spin): 0.0 kJ/mol
* net charge: +2
* 2S+1: 6

XYZ file:
```
70
Properties=species:S:1:pos:R:3:mulliken_charge:R:1
H -2.745 2.535 -1.445 0.30
H -2.365 -1.033 -0.240 0.14
H 4.712 -1.067 0.148 0.31
H -0.700 -0.929 2.883 0.16
N -0.534 1.824 1.004 -0.03
H -2.564 -0.050 1.733 0.28
C 0.108 -1.599 2.571 -0.83
H -2.226 2.256 2.207 0.57
H 0.504 -2.858 -2.858 0.26
C 1.927 -0.030 -1.488 0.40
H 3.116 1.031 2.798 0.36
C 2.212 1.168 -2.173 0.00
H 3.556 2.247 -3.452 0.50
C -2.709 0.633 0.893 -0.74
H -2.375 -0.348 -2.339 0.26
H -3.798 0.388 -1.610 0.48
C 0.117 2.993 0.370 -0.02
H 3.471 -4.964 -0.597 0.30
C 4.228 0.242 -3.065 -0.78
H -0.424 -1.406 -3.262 0.30
H -0.240 1.803 -2.568 0.44
C 1.458 -0.969 2.709 -0.43
H 2.789 1.615 1.149 0.14
N -2.173 -0.042 -0.304 -0.04
C -2.705 0.392 -1.610 -0.70
H 5.709 -2.453 0.553 0.46
C -2.200 1.768 -1.990 -0.99
H 1.819 -2.310 -0.149 0.00
H -2.022 -2.492 1.039 0.31
H -3.784 0.808 0.807 0.47
N -0.757 1.917 -1.705 -0.06
H 4.666 -1.766 -2.452 0.54
C 2.657 -2.405 -0.863 0.38
Ru 0.182 0.020 -0.279 0.07
C 3.685 -4.276 0.225 -0.98
H 0.389 3.701 -1.629 0.55
H 4.601 -4.612 0.708 0.40
C 3.354 1.312 -2.945 -1.17
C -1.997 1.950 1.186 -0.95
N 3.853 -2.929 -0.265 0.20
H -0.024 3.905 0.954 0.52
C 2.842 -1.093 -1.583 0.41
O -0.732 -2.101 -1.356 0.04
H -0.077 1.650 1.892 0.41
H -1.624 -3.927 -0.917 0.58
H 1.628 -0.649 3.740 0.62
H -2.362 2.747 0.544 0.27
H -2.407 1.945 -3.046 0.56
C 2.823 0.740 1.789 -0.46
H 4.366 -2.013 1.608 0.31
H 3.533 0.022 1.383 -0.12
H 0.135 -3.855 -0.679 0.36
H -0.903 -3.778 1.495 0.60
H -1.247 -2.983 -3.167 0.33
H 2.868 -4.372 0.966 0.24
H 2.337 -3.149 -1.603 0.42
H 1.570 2.030 -2.089 0.22
C 3.969 -0.939 -2.385 -0.78
C -0.457 -2.362 -2.746 -0.98
O 1.501 0.160 1.827 -0.01
H 0.062 -2.503 3.181 0.52
H 1.187 2.786 0.350 -0.15
C -1.021 -2.899 0.858 -1.05
O -0.023 -1.926 1.182 0.26
H 2.236 -1.680 2.422 0.06
C -0.391 3.198 -1.059 -1.18
H -1.253 3.864 -1.075 0.44
C 4.686 -2.078 0.552 -1.15
C -0.798 -3.297 -0.576 -0.58
H 5.116 0.330 -3.677 0.43
```



(2)
A structure of composition C19H21N7O4PdS, computed with ωB97M-V/def2-TZVPD.

* orbital gap: 6.094 eV
* net charge: +2

XYZ file:
```
53
Properties=species:S:1:pos:R:3:mulliken_charge:R:1
H 2.224 1.496 -3.314 0.47
H -4.470 1.901 -0.022 0.22
C 2.647 -3.335 -0.838 -0.20
O -0.804 -0.243 -0.963 -0.70
N -4.859 2.352 0.788 -0.36
H 1.951 -5.122 0.160 0.44
C 1.840 -1.229 -5.310 1.16
H 0.530 -0.161 5.013 0.52
C -4.112 3.182 1.558 0.13
H -2.823 -1.530 4.535 0.27
H 3.343 -3.852 -1.489 0.47
N -0.698 1.585 1.439 0.84
H 2.897 -1.201 -7.067 0.21
C 0.465 -1.436 -3.336 -0.35
H 3.027 0.573 -5.442 0.33
C -2.615 2.983 1.497 0.03
C 1.751 -1.409 -0.172 0.66
H -1.761 -0.825 5.708 0.23
N 2.270 -1.724 -6.482 -0.44
N -1.963 -1.043 4.746 -0.35
H 0.518 -2.889 -4.891 0.34
C 2.317 0.018 -4.843 -0.86
H 1.774 0.704 2.755 0.30
O -1.431 -0.976 2.573 -0.66
C 1.876 -4.048 0.082 -0.81
H -2.249 5.069 1.778 0.52
C 0.100 2.658 1.524 -0.21
C 1.873 0.532 -3.657 -0.60
O 0.441 1.878 -1.408 -0.70
N 2.581 -2.011 -0.985 -0.44
C 1.090 -0.121 2.929 -0.93
C 1.026 -3.332 0.894 -0.07
H -0.270 -1.973 -2.750 0.53
H 0.252 4.774 1.721 0.49
H 0.390 -3.782 1.644 0.52
H 1.628 -1.060 3.017 0.63
C -2.032 1.738 1.392 -0.49
C -1.793 4.095 1.653 -0.15
N 1.000 -2.002 0.764 0.07
O -4.557 4.024 2.300 -0.55
H 1.897 -2.580 -6.854 0.21
H -5.852 2.531 0.777 0.25
S 0.415 0.455 -1.424 1.83
C 0.943 -0.194 -2.895 -0.15
H -2.622 0.837 1.297 0.61
H -0.210 1.153 4.109 0.33
N 1.465 -0.028 -0.145 -0.48
C 0.088 0.104 4.049 -0.62
H 1.166 2.481 1.480 0.43
Pd 0.008 -0.313 1.222 0.44
C -1.157 -0.688 3.770 0.75
C -0.419 3.931 1.640 -1.14
C 0.904 -1.945 -4.528 -0.95
```



(3)
The molecule C2H4N2O2 in a non-equilibrium geometry, computed with ωB97M-V/def2-TZVPD.

* orbital gap: 10.937 eV
* SMILES string: NC(=O)NC=O
* energy relative to the best compared isomer or geometry (same formula, charge and spin): 115.4 kJ/mol

XYZ file:
```
10
Properties=species:S:1:pos:R:3:mulliken_charge:R:1
C 1.304 -0.640 1.086 0.06
O -0.677 -1.288 -0.681 -0.67
H 0.591 1.270 0.784 0.20
H -1.489 1.711 -0.937 0.19
N -1.391 0.699 -0.986 -0.43
N 0.462 0.307 0.509 -0.13
H -1.781 -0.183 -1.452 0.32
H 1.092 -1.656 0.719 0.34
C -0.514 -0.102 -0.370 0.64
O 2.155 -0.346 1.887 -0.52
```



(4)
A cluster of 2 separate species, C8H11O5 in total in a non-equilibrium geometry, computed with ωB97M-V/def2-TZVPD.

* orbital gap (alpha / beta): 7.844 / 9.239 eV
* energy relative to the best compared isomer or geometry (same formula, charge and spin): 61.2 kJ/mol
* 2S+1: 4

XYZ file:
```
24
Properties=species:S:1:pos:R:3:mulliken_charge:R:1
O -1.505 1.966 -2.292 0.06
H -1.394 1.062 2.193 0.41
H 2.062 1.227 0.814 0.51
H -0.791 2.105 0.894 0.35
C 0.152 0.155 0.985 1.88
O 1.881 -1.399 1.439 -0.34
C -0.717 -0.630 0.005 0.31
O 0.624 -0.784 1.967 -0.35
H 0.182 1.822 2.344 0.41
C -0.508 1.362 1.638 -1.83
C -2.184 -0.438 -0.041 -1.71
C -0.086 -1.556 -0.799 -0.58
C 1.453 0.544 0.205 -0.53
H 1.744 -2.461 -1.416 0.46
O -2.223 1.378 -2.938 -0.06
H -2.438 0.621 -0.052 0.37
O 1.173 1.142 -1.048 -0.48
C 1.276 -1.703 -0.812 -0.90
H 3.163 -0.869 -0.109 0.51
H -2.609 -0.880 -0.941 0.45
C 2.089 -0.878 0.131 -0.03
H 2.007 1.297 -1.545 0.31
H -0.685 -2.177 -1.441 0.46
H -2.667 -0.906 0.817 0.32
```



(5)
A structure of composition H20O30S5Zn3 in a non-equilibrium geometry, computed with ωB97M-V/def2-TZVPD.

* orbital gap: 3.339 eV
* energy relative to the best compared isomer or geometry (same formula, charge and spin): 16.5 kJ/mol
* net charge: -4

XYZ file:
```
58
Properties=species:S:1:pos:R:3:mulliken_charge:R:1
H 1.753 3.777 0.912 0.35
Zn 2.019 -2.530 -0.462 -0.01
S 0.235 0.362 -0.355 -0.68
O 2.277 -3.043 3.831 -0.83
H 3.313 1.403 2.799 0.21
Zn 0.140 0.459 3.030 0.61
H 4.704 -1.824 -0.461 0.23
H -3.564 1.822 -0.987 0.32
O -1.157 -4.598 -2.207 -0.86
O -2.776 -1.089 -2.994 -0.33
H -0.922 3.520 -2.567 0.23
O -1.730 -0.219 3.003 -0.54
O -2.410 -2.473 2.483 -0.60
O -2.517 1.968 0.839 -0.68
O 0.007 0.717 1.043 1.57
O 0.173 0.042 -3.702 -0.85
H 2.384 0.872 -1.916 0.35
O 1.166 4.369 3.328 -0.82
H -4.672 0.933 -1.615 0.21
O 1.036 -1.267 2.810 -0.64
H 1.030 0.475 -3.547 0.50
H -3.283 1.385 0.854 0.41
O 2.915 0.648 -2.719 -0.76
S 1.541 -2.651 2.627 0.96
O -1.039 4.285 4.299 -0.80
O -3.089 -0.748 1.013 -0.67
S -1.000 -3.881 -0.935 1.13
O 0.428 -3.558 2.439 -0.64
O -1.541 -4.632 0.169 -0.70
H -2.372 -1.863 -3.410 0.30
O 1.714 -2.177 -2.555 -0.29
H -1.780 1.412 1.121 -0.03
O 2.451 1.012 2.635 -0.34
O -3.758 0.919 -1.310 -0.31
O -1.000 0.078 -1.101 1.00
Zn -2.722 -0.801 -0.928 0.12
O 3.820 -1.451 -0.535 -0.34
O -0.671 3.603 -1.641 -0.64
S -0.199 3.839 3.167 1.08
H -2.625 -0.354 -3.601 0.28
O 0.463 -3.683 -0.668 -0.50
H 0.932 -1.775 -2.975 0.25
S -2.823 -1.080 2.466 0.87
O -0.720 4.279 1.885 -0.72
H 1.674 3.014 -0.446 0.42
O 2.244 3.614 0.081 -0.82
O -4.070 -0.889 3.207 -0.82
H 3.905 -0.531 -0.255 0.29
O 1.125 -0.798 -0.357 1.21
O -0.074 2.343 3.217 -0.42
O 0.907 1.473 -1.054 -1.32
H -0.089 2.818 -1.476 0.42
H 2.510 0.623 1.755 0.09
H -0.258 0.047 -2.819 0.22
O -1.694 -2.543 -0.971 -0.58
O 2.438 -2.673 1.413 -0.62
H 2.138 -2.692 -3.249 0.20
H 3.115 -0.290 -2.610 0.33
```